1.
ORCA calculation (ωB97M-V with the def2-TZVPD basis set) on a cluster of 3 separate species, H6O3 in total.

Computed properties:
E_tot: -229.31159 Ha
Orbital gap: 11.090 eV
HOMO energy: -0.3873 hartree
SMILES string: O.O.O
Relative energy (zero: lowest compared OMol25 entry of this formula, charge and spin): 8.5 kcal per mole
M: 54.05 g mol⁻¹

```
! wB97M-V def2-TZVPD RIJCOSX def2/J DEFGRID3
* xyz 0 1
O -0.0405 -0.5411 2.0435
H 0.6978 0.0523 2.1818
H -0.6215 -0.0667 1.4489
O 0.7192 -0.6465 -1.2632
H -0.0026 -1.1868 -1.5847
H 1.5068 -1.1477 -1.4745
O -0.7445 1.1589 -0.0606
H -1.4108 1.5695 -0.6119
H -0.1039 0.8082 -0.6794
*
```

These are the natural (NBO) partial charges, in e, on atoms 1 to 5: atom 1 (O): -0.96, atom 2 (H): 0.46, atom 3 (H): 0.49, atom 4 (O): -0.95, atom 5 (H): 0.48

***

2.
ORCA calculation (ωB97M-V with the def2-TZVPD basis set) on a cluster of 3 separate species, H6O3 in total in a non-equilibrium geometry.

Computed properties:
E_tot: -229.30200 Ha
Orbital gap: 11.314 eV
HOMO energy: -0.3955 hartree
SMILES string: O.O.O
Relative energy (zero: lowest compared OMol25 entry of this formula, charge and spin): 14.5 kcal per mole
M: 54.05 g mol⁻¹

```
! wB97M-V def2-TZVPD RIJCOSX def2/J DEFGRID3
* xyz 0 1
O -40.1510 6.5201 27.9964
H -40.4466 6.2314 28.7938
H -39.6112 7.2944 28.2573
O -43.6298 10.4050 27.9286
H -42.8700 10.8337 27.5844
H -43.6521 9.4654 27.6791
O -42.7380 7.7306 27.3688
H -42.8117 7.5077 26.4360
H -42.1666 7.0779 27.6795
*
```

These are the natural (NBO) partial charges, in e, on atoms 1 to 5: atom 1 (O): -0.93, atom 2 (H): 0.46, atom 3 (H): 0.48, atom 4 (O): -0.97, atom 5 (H): 0.46

***

3.
ORCA calculation (ωB97M-V with the def2-TZVPD basis set) on a cluster of 3 separate species, H6O3 in total.

Computed properties:
E_tot: -229.31448 Ha
Orbital gap: 11.219 eV
HOMO energy: -0.3940 hartree
SMILES string: O.O.O
Relative energy (zero: lowest compared OMol25 entry of this formula, charge and spin): 6.6 kcal per mole
M: 54.05 g mol⁻¹

```
! wB97M-V def2-TZVPD RIJCOSX def2/J DEFGRID3
* xyz 0 1
O -14.9378 -15.1074 29.0862
H -13.9977 -15.0535 28.8493
H -15.0602 -14.4415 29.7701
O -9.6860 -12.9586 28.0753
H -8.9257 -12.5241 28.4776
H -10.2572 -12.2374 27.7837
O -12.2153 -15.0061 27.8970
H -11.3766 -14.5529 28.0624
H -12.0845 -15.4725 27.0642
*
```

These are the natural (NBO) partial charges, in e, on atoms 1 to 5: atom 1 (O): -0.96, atom 2 (H): 0.49, atom 3 (H): 0.46, atom 4 (O): -0.95, atom 5 (H): 0.48

***

4.
ORCA calculation (ωB97M-V with the def2-TZVPD basis set) on an isolated molecule of H6OP4 in a non-equilibrium geometry.

Computed properties:
E_tot: -1444.14202 Ha
Orbital gap: 8.389 eV
HOMO energy: -0.2899 hartree
SMILES string: O1P[PH2]=P[PH3]1
Relative energy (zero: lowest compared OMol25 entry of this formula, charge and spin): 37.6 kcal per mole
M: 145.94 g mol⁻¹

```
! wB97M-V def2-TZVPD RIJCOSX def2/J DEFGRID3
* xyz 0 1
O 0.1861 0.4701 -1.4359
P 0.9649 -0.9459 -1.4110
P -0.0507 -1.5599 0.3575
P -0.3541 1.4341 0.2126
P -0.5401 -0.0915 1.7776
H -1.4739 1.4463 -0.7240
H 2.1945 -0.5071 -0.6123
H 0.2444 -2.7339 0.7811
H -1.3263 -2.0125 -0.1563
H -0.7734 2.4849 1.0513
H 0.9287 2.0153 0.1594
*
```

These are the natural (NBO) partial charges, in e, on atoms 1 to 5: atom 1 (O): -1.15, atom 2 (P): 0.74, atom 3 (P): 0.31, atom 4 (P): 0.58, atom 5 (P): -0.33

***

5.
ORCA calculation (ωB97M-V with the def2-TZVPD basis set) on a cluster of 2 separate species, H6OSi2 in total in a non-equilibrium geometry.

Computed properties:
E_tot: -657.69039 Ha
Orbital gap: 9.552 eV
HOMO energy: -0.3741 hartree
SMILES string: O=[SiH2].[SiH4]
Relative energy (zero: lowest compared OMol25 entry of this formula, charge and spin): 97.4 kcal per mole
M: 78.22 g mol⁻¹

```
! wB97M-V def2-TZVPD RIJCOSX def2/J DEFGRID3
* xyz 0 1
O 1.4052 -0.7059 0.9803
Si -1.5329 0.0663 0.2048
Si 2.0925 0.0445 -0.1114
H -1.1882 -1.0274 1.2069
H -1.9847 1.7288 0.4166
H -2.9406 -0.7776 -0.0193
H 3.0449 1.0689 -0.2064
H -0.8484 -0.0962 -0.9681
H 1.9522 -0.3016 -1.5034
*
```

These are the natural (NBO) partial charges, in e, on atoms 1 to 5: atom 1 (O): -1.13, atom 2 (Si): 0.53, atom 3 (Si): 1.65, atom 4 (H): -0.08, atom 5 (H): -0.11

***

6.
ORCA calculation (ωB97M-V with the def2-TZVPD basis set) on an isolated molecule of H6S2Si2 in a non-equilibrium geometry.

Computed properties:
E_tot: -1378.80463 Ha
Orbital gap (spin up / spin down): 5.789 / 6.823 eV
HOMO energy (spin up / spin down): -0.1890 / -0.3334 hartree
Relative energy (zero: lowest compared OMol25 entry of this formula, charge and spin): 12.6 kcal per mole
⟨S²⟩: 2.01
M: 126.35 g mol⁻¹

```
! wB97M-V def2-TZVPD RIJCOSX def2/J DEFGRID3
* xyz 0 3
Si -0.5067 -1.6562 1.9389
Si 0.2185 1.6331 -2.0500
S 0.7200 -0.1924 -0.9504
S 0.7190 0.0134 1.1195
H -1.7706 -1.6039 1.2996
H 0.2913 -2.7972 1.8265
H -0.3813 -1.0536 3.3921
H -0.7476 1.0666 -2.8241
H -0.0617 2.6943 -1.0849
H 1.5192 1.8960 -2.6670
*
```

These are the natural (NBO) partial charges, in e, on atoms 1 to 5: atom 1 (Si): 0.75, atom 2 (Si): 0.74, atom 3 (S): -0.29, atom 4 (S): -0.31, atom 5 (H): -0.15

***

7.
ORCA calculation (ωB97M-V with the def2-TZVPD basis set) on an isolated molecule of H6Si3 in a non-equilibrium geometry.

Computed properties:
E_tot: -871.90970 Ha
Orbital gap: 7.124 eV
HOMO energy: -0.3222 hartree
Relative energy (zero: lowest compared OMol25 entry of this formula, charge and spin): 21.9 kcal per mole
M: 90.31 g mol⁻¹

```
! wB97M-V def2-TZVPD RIJCOSX def2/J DEFGRID3
* xyz 0 1
Si -2.3948 0.5634 0.0437
Si 0.9078 0.5227 -0.2960
Si -0.7655 -0.9296 -0.1735
H -3.1501 -0.0505 1.1343
H 2.2495 0.2967 -0.9212
H 1.4528 0.6878 1.1427
H 0.6446 1.8521 -0.8409
H -0.2530 -1.7747 0.7740
H -1.0286 -1.6895 -1.2817
*
```

These are the natural (NBO) partial charges, in e, on atoms 1 to 5: atom 1 (Si): 0.48, atom 2 (Si): 0.33, atom 3 (Si): 0.04, atom 4 (H): -0.26, atom 5 (H): -0.11

***

8.
ORCA calculation (ωB97M-V with the def2-TZVPD basis set) on a cluster of 35 separate species, H70O35 in total in a non-equilibrium geometry.

Computed properties:
E_tot: -2675.57707 Ha
Orbital gap: 10.952 eV
HOMO energy: -0.4013 hartree
Relative energy (zero: lowest compared OMol25 entry of this formula, charge and spin): 9.8 kcal per mole
M: 630.53 g mol⁻¹

```
! wB97M-V def2-TZVPD RIJCOSX def2/J DEFGRID3
* xyz 0 1
O 6.1309 2.5192 1.3336
H 6.1164 1.8727 0.6074
H 6.7096 2.2053 2.0234
O -3.3205 -4.5465 0.0324
H -4.1708 -4.9405 -0.1767
H -3.0603 -4.2130 -0.8143
O 0.4997 -2.3290 2.6414
H 1.0863 -2.5999 3.3556
H 0.1070 -1.4086 2.7661
O -2.8683 1.1940 -1.7413
H -2.4928 2.0767 -1.6924
H -2.4082 0.7253 -1.0425
O -0.4352 -1.0475 -2.6056
H -0.9867 -0.7060 -3.2791
H -0.9338 -1.7357 -2.1678
O -1.3522 3.3319 2.3111
H -1.3516 4.3238 2.1825
H -2.2898 2.9731 2.2867
O -4.9448 -1.3101 0.0099
H -4.0758 -1.6684 0.0089
H -4.8022 -0.3588 -0.0673
O 2.7067 1.1877 -4.0245
H 3.0056 0.7171 -3.2361
H 1.7858 1.0515 -4.0862
O 5.6370 -2.9324 -0.9116
H 5.5042 -3.7986 -0.5424
H 5.4982 -2.9583 -1.9007
O -1.0962 3.3691 -0.7756
H -0.0849 3.4002 -0.6813
H -1.4751 3.4960 0.1448
O 0.6689 1.0000 0.6902
H 0.7365 1.9353 0.5141
H -0.2176 0.6848 0.3600
O -3.4629 1.6764 1.9230
H -3.1778 0.8134 2.2837
H -4.3231 1.5073 1.5055
O -5.7386 -0.3824 2.8663
H -6.5367 0.1444 2.9418
H -5.6850 -0.9004 2.0536
O -5.4309 1.4309 -0.1004
H -4.5997 1.5661 -0.6474
H -6.1681 1.2684 -0.7406
O -4.8014 -1.3085 -2.9710
H -4.2335 -0.6039 -3.1570
H -5.0536 -1.3117 -2.0432
O 4.8135 -3.2434 -3.6937
H 5.3422 -3.2444 -4.5135
H 3.9614 -3.6961 -3.9508
O -0.3618 4.0357 -3.2773
H 0.5280 3.8667 -2.9145
H -0.9188 4.1236 -2.5482
O 0.4804 2.0806 4.1708
H 1.3343 2.3227 3.7920
H -0.0957 2.6463 3.6104
O 1.6146 -2.7941 -2.7942
H 2.1294 -2.0918 -2.3101
H 0.9233 -2.2388 -3.1681
O 2.9975 -0.0680 2.1637
H 2.1345 0.0424 1.6682
H 2.7627 -0.5183 2.9853
O -2.4177 -3.0159 -2.3745
H -2.0522 -3.6867 -2.9739
H -3.1836 -2.6807 -2.8866
O -0.3118 5.8621 1.5467
H -0.5943 6.2469 0.6959
H 0.4969 5.3717 1.4136
O -0.3113 -5.0310 -2.9347
H 0.5386 -4.5305 -2.7462
H -0.5768 -5.3268 -2.0666
O 3.4011 2.5974 1.9152
H 3.1086 1.6635 1.9406
H 4.3694 2.5706 1.7057
O -3.0239 -0.9421 3.2786
H -3.9985 -0.9424 3.4375
H -2.7826 -1.7920 2.8462
O -2.2442 -3.3657 2.9177
H -2.5160 -4.0404 2.2599
H -1.3189 -3.1685 2.6419
O -1.6260 -0.7472 0.3346
H -1.7542 -0.4644 1.2477
H -1.2367 -1.6614 0.2946
O 2.3895 -1.4862 4.6803
H 3.1347 -1.2922 5.2288
H 1.5865 -1.3029 5.1354
O 5.4277 -0.3403 0.3865
H 5.4437 -1.2580 0.0912
H 4.7653 -0.2451 1.0883
O -0.4679 -0.4220 4.3725
H -0.2198 0.5336 4.2517
H -1.4246 -0.4391 4.1263
O 2.8704 -0.2015 -1.3912
H 2.0634 0.0848 -0.8529
H 3.6554 0.0258 -0.8336
O -0.3549 1.2944 -4.4997
H -0.2623 1.9024 -3.7489
H -0.8487 1.8091 -5.1264
O -0.1165 -3.0167 0.0279
H 0.4683 -2.8528 -0.7757
H 0.4921 -3.1278 0.8067
O 3.3680 3.5965 -2.7836
H 4.0689 3.9046 -3.3436
H 2.9646 2.8038 -3.2035
O 1.8861 3.5652 -0.2049
H 2.4147 3.7626 -1.0366
H 2.4694 3.1521 0.4547
*
```

These are the Löwdin partial charges, in e, on atoms 1 to 5: atom 1 (O): -0.04, atom 2 (H): 0.04, atom 3 (H): 0.06, atom 4 (O): -0.04, atom 5 (H): 0.05